# 1
Here is C18H17BrN3O2PdS as an isolated structure in a non-equilibrium geometry from OMol25. Energies are from ωB97M-V with the def2-TZVPD basis set.

CARTESIAN COORDINATES (ANGSTROEM)
Pd (-0.15, -0.17, 0.02)
O (-1.36, 1.27, 1.30)
N (-1.11, 0.99, 2.55)
C (-1.02, 2.01, 3.42)
C (-0.69, 1.83, 4.74)
C (-0.46, 0.53, 5.20)
C (-0.58, -0.51, 4.31)
C (-0.89, -0.30, 2.96)
S (-0.99, -1.59, 1.85)
H (-1.22, 2.98, 2.99)
H (-0.61, 2.68, 5.40)
H (-0.16, 0.35, 6.22)
H (-0.42, -1.54, 4.61)
Br (-1.41, -4.82, -5.42)
C (-0.57, -3.79, -4.05)
C (0.78, -3.99, -3.79)
C (1.39, -3.25, -2.80)
C (0.67, -2.30, -2.06)
C (-0.70, -2.13, -2.36)
C (-1.32, -2.86, -3.34)
N (1.16, -1.50, -1.07)
C (2.42, -1.47, -0.65)
C (2.81, -0.59, 0.37)
C (4.14, -0.53, 0.88)
C (4.44, 0.35, 1.88)
C (3.45, 1.21, 2.37)
C (2.18, 1.12, 1.83)
N (1.87, 0.25, 0.89)
H (1.34, -4.71, -4.35)
H (2.44, -3.42, -2.60)
H (-1.27, -1.38, -1.76)
H (-2.36, -2.72, -3.57)
H (3.17, -2.12, -1.09)
H (4.88, -1.20, 0.48)
H (5.43, 0.40, 2.29)
H (3.66, 1.94, 3.14)
H (1.38, 1.77, 2.18)
C (0.84, 2.39, -2.55)
O (0.30, 1.76, -1.41)
H (1.66, 3.06, -2.29)
H (0.07, 2.94, -3.10)
H (1.23, 1.60, -3.19)
H (-0.03, 2.44, -0.80)

Values from the calculation:
electronic energy: -4110.84944 hartree
Kohn-Sham gap (spin up / spin down): 5.163 / 5.003 eV
maximum force: 4.11 eV Å⁻¹
multiplicity: 2
relative energy (zero: lowest compared OMol25 entry of this formula, charge and spin): 17.6 kcal/mol



# 2
Here is a 3-piece molecular cluster, C16H40N5O8P2 overall in a non-equilibrium geometry from OMol25. Energies are from ωB97M-V with the def2-TZVPD basis set.

CARTESIAN COORDINATES (ANGSTROEM)
C (-1.06, -2.47, 0.06)
C (-1.40, -1.01, -0.23)
N (-2.24, -0.47, 0.88)
C (-3.52, -0.98, 0.80)
N (-4.33, -1.07, -0.25)
C (-5.43, -1.68, 0.21)
N (-6.50, -2.00, -0.52)
N (-5.33, -1.93, 1.53)
N (-4.09, -1.49, 1.89)
H (-0.59, -2.55, 1.04)
H (-1.94, -3.12, 0.02)
H (-0.37, -2.83, -0.70)
H (-0.50, -0.41, -0.31)
H (-1.93, -0.99, -1.18)
H (-2.26, 0.55, 0.86)
H (-7.21, -2.61, -0.15)
H (-6.53, -1.68, -1.47)
H (-5.97, -2.38, 2.16)
H (-3.69, -1.55, 2.82)
O (3.63, -4.50, -1.94)
P (3.78, -3.84, -3.25)
O (3.01, -2.44, -3.29)
C (3.43, -1.38, -2.43)
C (4.76, -0.78, -2.83)
O (2.86, -4.66, -4.29)
C (2.20, -5.87, -3.90)
C (0.81, -5.59, -3.38)
O (4.96, -3.55, -4.28)
C (6.19, -4.31, -4.18)
C (5.97, -5.80, -4.40)
H (3.47, -1.74, -1.39)
H (2.65, -0.62, -2.49)
H (5.58, -1.49, -2.68)
H (4.98, 0.11, -2.23)
H (4.76, -0.50, -3.88)
H (2.80, -6.42, -3.17)
H (2.15, -6.49, -4.80)
H (0.81, -4.74, -2.69)
H (0.40, -6.46, -2.86)
H (0.14, -5.33, -4.20)
H (6.65, -4.13, -3.21)
H (6.85, -3.91, -4.95)
H (5.37, -6.23, -3.59)
H (6.92, -6.32, -4.42)
H (5.44, -5.97, -5.33)
O (-0.77, 4.41, 1.86)
P (-1.19, 4.97, 3.16)
O (-0.69, 4.07, 4.37)
C (0.72, 3.94, 4.63)
C (1.35, 5.22, 5.16)
O (-2.78, 4.67, 3.27)
C (-3.49, 4.09, 2.19)
C (-3.50, 2.58, 2.28)
O (-1.25, 6.40, 3.83)
C (-1.16, 7.59, 3.01)
C (-2.28, 7.69, 2.00)
H (1.22, 3.61, 3.72)
H (0.82, 3.15, 5.37)
H (1.35, 6.00, 4.40)
H (2.38, 5.03, 5.46)
H (0.79, 5.60, 6.02)
H (-3.08, 4.42, 1.23)
H (-4.51, 4.48, 2.24)
H (-2.51, 2.19, 2.53)
H (-3.82, 2.14, 1.33)
H (-4.18, 2.24, 3.07)
H (-0.19, 7.59, 2.50)
H (-1.18, 8.43, 3.69)
H (-2.23, 6.89, 1.26)
H (-2.23, 8.64, 1.48)
H (-3.25, 7.61, 2.50)

Values from the calculation:
electronic energy: -2192.00907 hartree
Kohn-Sham gap: 9.102 eV
maximum force: 4.44 eV Å⁻¹
charge: +1



# 3
Here is a 2-piece molecular cluster, C3H6NO4P overall in a non-equilibrium geometry from OMol25. Energies are from ωB97M-V with the def2-TZVPD basis set.

CARTESIAN COORDINATES (ANGSTROEM)
C (-2.19, 1.86, -0.19)
C (0.64, 0.04, -1.22)
C (0.69, -0.55, -0.02)
N (-3.46, 2.18, -0.06)
O (1.10, -2.60, 1.36)
O (3.03, -2.25, -0.30)
O (2.77, -0.63, 1.65)
O (-4.01, 2.89, -0.95)
P (2.15, -1.46, 0.59)
H (-1.81, 1.29, 0.66)
H (-1.43, 1.90, -1.06)
H (-0.16, 0.72, -1.46)
H (1.44, 0.09, -1.91)
H (-0.16, -0.51, 0.65)
H (1.40, -2.96, 2.25)

Values from the calculation:
electronic energy: -814.96941 hartree
Kohn-Sham gap: 6.082 eV
maximum force: 2.76 eV Å⁻¹
charge: -2
relative energy (zero: lowest compared OMol25 entry of this formula, charge and spin): 33.6 kcal/mol



# 4
Here is C4H7N2 as an isolated structure in a non-equilibrium geometry from OMol25. Energies are from ωB97M-V with the def2-TZVPD basis set.

CARTESIAN COORDINATES (ANGSTROEM)
C (-0.35, -1.69, -0.98)
C (0.14, -0.71, 0.01)
C (0.81, -0.62, 1.33)
C (-0.43, 1.68, -0.48)
N (-1.00, -0.93, -1.74)
N (-0.38, 0.29, -0.55)
H (-0.31, -2.72, -1.13)
H (1.71, -1.30, 1.44)
H (-0.08, -0.94, 2.08)
H (1.04, 0.49, 1.60)
H (-0.19, 2.10, -1.49)
H (0.32, 2.28, 0.04)
H (-1.27, 2.08, -0.12)

Values from the calculation:
electronic energy: -265.68994 hartree
Kohn-Sham gap: 10.238 eV
maximum force: 4.47 eV Å⁻¹
charge: +1
relative energy (zero: lowest compared OMol25 entry of this formula, charge and spin): 137.1 kcal/mol



# 5
Here is a 8-piece molecular cluster, C41H80F10O11 overall in a non-equilibrium geometry from OMol25. Energies are from ωB97M-V with the def2-TZVPD basis set.

CARTESIAN COORDINATES (ANGSTROEM)
C (0.88, -6.53, 1.07)
C (0.64, -5.38, 0.46)
C (0.30, -3.89, -0.13)
F (-0.95, -3.51, 0.52)
O (0.23, -3.95, -1.56)
C (-0.54, -5.08, -2.03)
O (0.06, -6.03, -2.62)
C (-2.14, -5.16, -1.90)
C (-2.78, -3.79, -2.54)
O (-4.23, -3.88, -2.68)
C (-4.88, -4.09, -1.41)
O (-5.17, -5.28, -1.03)
C (-5.31, -2.87, -0.41)
C (-4.55, -1.48, -0.75)
C (1.55, -2.96, 0.28)
F (1.71, -3.12, 1.73)
F (2.76, -3.52, -0.30)
C (1.36, -1.38, -0.04)
F (1.29, -0.73, 1.27)
F (0.07, -1.08, -0.65)
C (2.61, -0.68, -0.80)
F (2.35, 0.76, -0.81)
F (3.87, -0.84, -0.12)
C (2.81, -1.15, -2.35)
F (1.67, -1.77, -2.95)
F (3.94, -2.00, -2.60)
F (3.04, 0.08, -3.11)
H (0.98, -7.28, 1.95)
H (-2.60, -6.03, -2.50)
H (-2.37, -5.22, -0.76)
H (-2.31, -3.61, -3.59)
H (-2.43, -2.91, -1.87)
H (-6.46, -2.74, -0.53)
H (-5.04, -3.22, 0.67)
H (-4.70, -1.23, -1.87)
H (-5.00, -0.64, -0.11)
H (-3.42, -1.55, -0.54)
C (5.25, -2.56, 2.74)
C (4.74, -3.73, 3.57)
O (5.63, -4.11, 4.61)
C (5.91, -3.12, 5.59)
C (4.68, -2.63, 6.34)
H (6.22, -2.78, 2.31)
H (4.55, -2.33, 1.93)
H (5.36, -1.65, 3.35)
H (4.64, -4.60, 2.91)
H (3.74, -3.52, 3.97)
H (6.46, -2.29, 5.14)
H (6.60, -3.58, 6.31)
H (3.97, -2.15, 5.67)
H (4.97, -1.91, 7.11)
H (4.17, -3.47, 6.82)
C (3.94, 1.19, 3.91)
C (4.26, 1.25, 5.39)
O (5.66, 1.33, 5.67)
C (6.35, 2.45, 5.14)
C (5.82, 3.78, 5.64)
H (4.44, 0.33, 3.45)
H (2.86, 1.09, 3.76)
H (4.27, 2.08, 3.38)
H (3.90, 0.34, 5.87)
H (3.74, 2.08, 5.88)
H (6.35, 2.41, 4.04)
H (7.39, 2.35, 5.45)
H (4.78, 3.94, 5.35)
H (6.41, 4.61, 5.23)
H (5.86, 3.82, 6.73)
C (-6.57, -3.06, -8.04)
C (-5.94, -2.69, -6.71)
O (-6.79, -2.95, -5.59)
C (-7.18, -4.30, -5.40)
C (-6.00, -5.24, -5.18)
H (-7.52, -2.54, -8.19)
H (-5.89, -2.80, -8.86)
H (-6.77, -4.13, -8.11)
H (-5.75, -1.61, -6.71)
H (-4.97, -3.17, -6.57)
H (-7.81, -4.64, -6.23)
H (-7.81, -4.32, -4.51)
H (-5.34, -5.28, -6.05)
H (-6.36, -6.26, -5.00)
H (-5.40, -4.92, -4.33)
C (7.04, -0.83, -1.63)
C (7.41, -0.16, -2.95)
O (8.78, -0.32, -3.30)
C (9.24, -1.65, -3.47)
C (8.51, -2.41, -4.56)
H (7.66, -0.44, -0.82)
H (5.99, -0.65, -1.39)
H (7.19, -1.91, -1.67)
H (7.23, 0.91, -2.86)
H (6.76, -0.52, -3.76)
H (9.20, -2.19, -2.52)
H (10.30, -1.58, -3.74)
H (7.44, -2.52, -4.34)
H (8.93, -3.41, -4.68)
H (8.59, -1.88, -5.52)
C (-6.65, 3.68, -1.29)
C (-7.17, 2.51, -0.47)
O (-6.28, 2.12, 0.58)
C (-5.98, 3.11, 1.56)
C (-7.20, 3.61, 2.30)
H (-5.68, 3.43, -1.73)
H (-7.35, 3.91, -2.10)
H (-6.52, 4.58, -0.69)
H (-7.29, 1.64, -1.12)
H (-8.16, 2.73, -0.06)
H (-5.42, 3.93, 1.10)
H (-5.30, 2.63, 2.27)
H (-7.91, 4.11, 1.64)
H (-6.91, 4.34, 3.07)
H (-7.73, 2.78, 2.79)
C (-4.59, 7.04, 7.66)
C (-5.53, 6.56, 6.57)
O (-4.97, 6.61, 5.26)
C (-3.80, 5.84, 5.05)
C (-4.00, 4.35, 5.28)
H (-4.26, 8.07, 7.45)
H (-5.08, 7.02, 8.63)
H (-3.69, 6.43, 7.72)
H (-6.41, 7.21, 6.56)
H (-5.89, 5.55, 6.79)
H (-2.97, 6.22, 5.65)
H (-3.51, 5.99, 4.00)
H (-4.28, 4.14, 6.32)
H (-3.08, 3.80, 5.06)
H (-4.80, 3.97, 4.64)
C (1.43, 5.09, -6.11)
C (2.06, 5.49, -4.79)
O (1.22, 5.23, -3.66)
C (0.85, 3.87, -3.46)
C (2.03, 2.94, -3.24)
H (0.48, 5.61, -6.25)
H (2.10, 5.35, -6.94)
H (1.24, 4.02, -6.17)
H (2.24, 6.57, -4.79)
H (3.04, 5.01, -4.65)
H (0.22, 3.52, -4.28)
H (0.22, 3.86, -2.56)
H (2.69, 2.91, -4.11)
H (1.69, 1.93, -3.05)
H (2.63, 3.28, -2.39)

Values from the calculation:
electronic energy: -3436.04219 hartree
Kohn-Sham gap: 9.244 eV
maximum force: 7.65 eV Å⁻¹



# 6
Here is an isolated molecule of C23H32N4O2S2 from OMol25. Energies are from ωB97M-V with the def2-TZVPD basis set.

CARTESIAN COORDINATES (ANGSTROEM)
C (-9.48, -0.23, 0.14)
C (-8.64, -0.55, -1.09)
O (-7.29, -0.15, -0.92)
C (-6.49, -1.00, -0.24)
O (-6.86, -2.06, 0.19)
C (-5.11, -0.48, -0.10)
C (-4.72, 0.74, -0.64)
C (-3.43, 1.19, -0.48)
C (-2.50, 0.43, 0.24)
N (-1.20, 0.92, 0.33)
C (-0.26, 0.70, 1.29)
S (-0.61, 0.02, 2.76)
N (1.00, 1.12, 1.00)
C (2.00, 1.17, 2.05)
C (2.70, -0.16, 2.32)
C (3.90, -0.46, 1.42)
N (3.57, -0.53, 0.01)
C (2.78, -1.69, -0.37)
C (3.59, -2.99, -0.43)
N (4.70, -2.83, -1.35)
C (5.45, -4.06, -1.51)
C (5.55, -1.73, -0.92)
C (4.72, -0.45, -0.87)
C (1.41, 1.55, -0.32)
C (1.43, 3.04, -0.45)
C (2.51, 3.87, -0.38)
C (2.18, 5.24, -0.49)
C (0.84, 5.44, -0.64)
S (-0.03, 3.96, -0.65)
C (-2.88, -0.81, 0.77)
C (-4.18, -1.24, 0.60)
H (-10.52, -0.49, -0.05)
H (-9.42, 0.83, 0.37)
H (-9.12, -0.80, 0.99)
H (-8.99, 0.00, -1.97)
H (-8.67, -1.63, -1.29)
H (-5.43, 1.34, -1.19)
H (-3.12, 2.13, -0.90)
H (-1.04, 1.72, -0.27)
H (1.49, 1.48, 2.97)
H (2.72, 1.94, 1.78)
H (3.07, -0.14, 3.35)
H (1.97, -0.96, 2.27)
H (4.63, 0.36, 1.54)
H (4.38, -1.37, 1.80)
H (1.94, -1.80, 0.32)
H (2.38, -1.49, -1.37)
H (2.95, -3.80, -0.79)
H (3.94, -3.27, 0.59)
H (6.24, -3.90, -2.24)
H (5.91, -4.41, -0.57)
H (4.78, -4.84, -1.87)
H (6.36, -1.62, -1.65)
H (6.00, -1.93, 0.07)
H (5.35, 0.39, -0.56)
H (4.34, -0.25, -1.88)
H (0.76, 1.10, -1.07)
H (2.42, 1.15, -0.47)
H (3.52, 3.51, -0.27)
H (2.90, 6.03, -0.47)
H (0.31, 6.36, -0.75)
H (-2.17, -1.41, 1.30)
H (-4.49, -2.19, 1.00)

Values from the calculation:
electronic energy: -2061.50951 hartree
Kohn-Sham gap: 8.555 eV
maximum force: 0.90 eV Å⁻¹
relative energy (zero: lowest compared OMol25 entry of this formula, charge and spin): 6.0 kcal/mol



# 7
Here is C22H29Br2N4O8PW as an isolated structure from OMol25. Energies are from ωB97M-V with the def2-TZVPD basis set.

CARTESIAN COORDINATES (ANGSTROEM)
W (-0.27, -0.44, -0.27)
C (2.01, 3.52, -3.31)
C (2.39, 2.35, -2.46)
C (3.71, 2.01, -2.19)
C (3.97, 0.91, -1.40)
C (2.92, 0.17, -0.89)
Br (3.41, -1.34, 0.12)
N (1.63, 0.47, -1.11)
C (1.40, 1.55, -1.90)
H (2.88, 3.95, -3.80)
H (1.55, 4.31, -2.70)
H (1.29, 3.23, -4.08)
H (4.52, 2.60, -2.58)
H (4.98, 0.61, -1.17)
H (0.38, 1.80, -2.09)
C (-1.52, 0.31, 3.61)
O (-0.47, 0.92, 2.83)
P (0.61, 0.09, 2.02)
O (1.83, 1.07, 1.94)
C (2.25, 1.86, 3.08)
O (0.91, -1.04, 3.10)
C (1.87, -2.09, 3.05)
H (-2.12, 1.13, 3.99)
H (-1.09, -0.26, 4.43)
H (-2.13, -0.33, 2.97)
H (3.23, 2.26, 2.84)
H (2.30, 1.24, 3.98)
H (1.54, 2.67, 3.24)
H (2.87, -1.69, 3.23)
H (1.85, -2.60, 2.09)
H (1.61, -2.78, 3.85)
C (-2.78, -0.96, -3.42)
C (-1.81, -0.80, -2.30)
O (-1.04, 0.20, -2.20)
O (-1.68, -1.66, -1.37)
H (-3.09, 0.02, -3.78)
H (-3.63, -1.55, -3.09)
H (-2.29, -1.49, -4.24)
C (0.92, -6.12, -1.30)
N (0.62, -4.78, -0.81)
C (-0.30, -4.48, 0.29)
C (-0.18, -2.99, 0.31)
O (-0.78, -2.11, 0.98)
N (0.66, -2.55, -0.62)
C (1.09, -3.64, -1.31)
N (1.89, -3.56, -2.35)
H (0.50, -6.84, -0.61)
H (1.99, -6.27, -1.35)
H (0.47, -6.28, -2.29)
H (0.01, -4.94, 1.23)
H (-1.33, -4.78, 0.05)
H (2.25, -2.65, -2.62)
H (2.21, -4.37, -2.85)
Br (-5.32, 6.17, 1.87)
C (-4.22, 4.72, 1.40)
C (-4.76, 3.44, 1.38)
C (-3.95, 2.37, 1.03)
C (-2.61, 2.60, 0.72)
C (-2.08, 3.88, 0.74)
C (-2.89, 4.95, 1.09)
C (-1.77, 1.47, 0.37)
O (-2.15, 0.26, 0.38)
O (-0.53, 1.60, 0.02)
H (-5.80, 3.28, 1.63)
H (-4.35, 1.37, 1.01)
H (-1.04, 4.05, 0.50)
H (-2.50, 5.96, 1.11)

Values from the calculation:
electronic energy: -7232.85922 hartree
Kohn-Sham gap: 7.432 eV
maximum force: 0.57 eV Å⁻¹
charge: +2
relative energy (zero: lowest compared OMol25 entry of this formula, charge and spin): 0.0 kcal/mol



# 8
Here is C18H31Cl2ErN4O3S as an isolated structure in a non-equilibrium geometry from OMol25. Energies are from ωB97M-V with the def2-TZVPD basis set.

CARTESIAN COORDINATES (ANGSTROEM)
O (1.62, 1.14, -0.51)
C (1.38, 1.52, -1.80)
C (1.38, 3.04, -1.74)
C (1.04, 3.72, -0.57)
H (0.79, 3.16, 0.33)
C (1.02, 5.12, -0.58)
H (0.75, 5.65, 0.33)
C (1.37, 5.81, -1.75)
H (1.36, 6.90, -1.75)
C (1.72, 5.11, -2.90)
H (2.00, 5.64, -3.81)
C (1.73, 3.72, -2.90)
H (1.99, 3.14, -3.79)
H (2.27, 1.15, -2.32)
C (0.38, -0.53, -2.92)
C (0.19, 0.94, -2.61)
H (-0.26, -0.84, -3.76)
H (0.13, -1.21, -2.08)
H (1.45, -0.71, -3.12)
C (-0.93, 1.67, -2.79)
C (-2.24, 1.16, -3.40)
H (-0.99, 2.70, -2.38)
H (-2.46, 1.75, -4.29)
H (-3.10, 1.29, -2.72)
H (-2.17, 0.10, -3.68)
Er (-0.02, -0.06, 0.28)
Cl (-1.18, 2.11, 1.47)
Cl (-2.04, -0.21, -1.17)
C (-2.49, -1.19, 1.60)
O (-1.27, -1.51, 1.59)
N (-3.28, -1.89, 2.42)
C (-2.79, -3.15, 2.98)
C (-4.61, -1.44, 2.68)
H (-2.93, -0.40, 0.94)
H (-1.73, -3.29, 2.74)
H (-3.39, -3.98, 2.57)
H (-2.94, -3.11, 4.07)
H (-4.71, -0.42, 2.30)
H (-4.77, -1.46, 3.76)
H (-5.33, -2.10, 2.18)
H (1.83, -5.02, -0.49)
H (4.39, -4.12, -0.12)
C (1.84, -4.21, -1.23)
C (4.11, -3.27, -0.75)
N (2.68, -3.11, -0.75)
H (0.82, -3.85, -1.40)
C (2.14, -1.98, -0.37)
O (0.87, -1.97, -0.25)
H (4.56, -2.34, -0.37)
H (2.80, -1.10, -0.17)
H (2.27, -4.59, -2.16)
H (4.45, -3.45, -1.78)
N (0.05, 1.20, 4.85)
C (0.02, 0.00, 4.30)
N (-0.05, -1.21, 4.86)
S (0.26, -0.01, 2.69)
H (0.05, 1.25, 5.84)
H (0.08, 2.03, 4.30)
H (-0.07, -2.04, 4.30)
H (-0.05, -1.26, 5.84)

Values from the calculation:
electronic energy: -3482.91831 hartree
Kohn-Sham gap (spin up / spin down): 7.024 / 7.039 eV
maximum force: 3.65 eV Å⁻¹
multiplicity: 4